Formula: C9H14O
Source: the OMol25 dataset
Level of theory: ωB97M-V with the def2-TZVPD basis set

Positions of all 24 atoms, in Å:
C: -2.40 0.49 -0.49
C: -1.63 -0.42 0.43
C: -0.55 -1.04 -0.13
C: 0.33 -1.65 0.66
C: 0.28 -1.50 2.09
O: 1.30 -1.95 2.81
C: -0.81 -0.88 2.65
C: -1.75 -0.26 1.84
H: -3.13 1.18 0.00
H: -3.22 -0.15 -1.16
H: -1.91 1.27 -1.20
H: -0.60 -1.12 -1.27
H: 1.24 -2.20 0.23
H: 1.18 -2.07 3.75
H: -0.88 -1.04 3.73
H: -2.71 0.11 2.29
C: 2.13 1.87 -1.42
C: 1.71 1.00 -2.65
H: 2.46 1.07 -0.75
H: 2.98 2.60 -1.59
H: 1.25 2.29 -1.12
H: 2.03 1.41 -3.63
H: 0.64 0.98 -2.61
H: 2.07 0.02 -2.48

2S+1   1
F_max   4.78 eV/A
SMILES   Cc1ccc(O)cc1.CC
Highest occupied orbital energy   -8.2 eV
ΔE to the lowest compared entry with this formula, charge and spin   44.3 kcal per mole